(1)
Computed, not measured: a molecular structure, C30H40As2Cl2LiN3O13, with wB97M-V/def2-TZVPD.

```
! wB97M-V def2-TZVPD RIJCOSX def2/J DEFGRID3
* xyz 0 1
Li 3.1813 0.4358 0.1493
O 5.6396 2.3981 2.2284
Cl 4.7350 1.8550 1.2815
O 4.3595 2.7995 0.2637
O 5.2842 0.6709 0.6280
O 3.4966 1.3977 1.9372
C -0.7350 6.9164 2.4630
O 0.6526 6.5826 2.4848
C 1.1301 5.4666 1.9257
O 2.1602 4.9842 2.3170
C 0.3796 4.7378 0.8452
C -0.1215 5.3351 -0.2419
As -0.9703 4.3127 -1.7261
C 0.7225 3.8565 -2.5992
C -1.0710 2.8116 -0.4440
C -0.1269 1.8507 -0.2679
As 0.9709 2.8400 1.0847
C 0.3445 2.4179 2.8681
C 0.6678 1.1252 -1.2441
O 1.8509 0.8538 -1.1315
O 0.0264 0.5566 -2.2839
C -1.3569 0.7865 -2.5481
C -2.1237 2.9455 0.6206
O -2.3543 2.1293 1.4751
O -2.8894 4.0358 0.4375
C -3.9943 4.1574 1.3466
C 0.1326 6.8004 -0.4941
O 1.2390 7.2557 -0.4441
O -0.8989 7.6043 -0.8147
C -2.2561 7.1704 -0.7184
H -0.8471 7.8786 1.9660
H -1.0698 6.9971 3.4952
H -1.3280 6.1605 1.9509
H 1.0594 4.7601 -3.1077
H 0.5626 3.0831 -3.3505
H 1.4938 3.5443 -1.8976
H -0.7048 2.6643 3.0106
H 0.9871 2.9580 3.5613
H 0.4892 1.3474 3.0023
H -1.6249 0.0652 -3.3158
H -1.5307 1.7906 -2.9364
H -1.9692 0.6248 -1.6607
H -4.5221 5.0591 1.0505
H -3.6341 4.2385 2.3707
H -4.6437 3.2885 1.2676
H -2.8130 7.9905 -0.2703
H -2.3562 6.2782 -0.1052
H -2.6455 6.9640 -1.7137
C 2.8138 -5.3130 -1.4803
C 1.3881 -5.8515 -1.6334
C 1.3106 -7.2310 -0.9691
C 1.1145 -6.0202 -3.1359
C 0.3569 -4.8643 -0.9971
O 0.3141 -3.6529 -1.7516
C -1.0555 -5.4929 -0.9037
C -2.2318 -4.5053 -0.9664
C -2.3285 -3.5346 0.1847
C -2.7441 -3.9638 1.4430
C -2.7683 -3.0976 2.5245
C -2.3828 -1.7776 2.3440
Cl -2.3906 -0.6959 3.7039
C -1.9947 -1.3115 1.0999
C -1.9709 -2.1998 0.0316
C 0.7672 -4.4506 0.4319
N 1.7791 -3.4134 0.5315
C 1.7151 -2.1384 0.1442
N 2.7832 -1.4877 0.5608
C 3.4964 -2.4443 1.2151
N 2.9215 -3.6228 1.2297
H 3.4990 -5.9343 -2.0607
H 3.1522 -5.3287 -0.4439
H 2.8928 -4.2881 -1.8473
H 2.1127 -7.8609 -1.3580
H 0.3671 -7.7390 -1.1719
H 1.4435 -7.1762 0.1131
H 1.7634 -6.8029 -3.5315
H 1.3537 -5.1137 -3.6983
H 0.0861 -6.3128 -3.3572
H 0.1667 -3.8729 -2.6765
H -1.1141 -6.0812 0.0178
H -1.1929 -6.2066 -1.7165
H -3.1517 -5.0934 -1.0174
H -2.1739 -3.9402 -1.8976
H -3.0441 -4.9964 1.5867
H -3.0828 -3.4365 3.5022
H -1.7162 -0.2714 0.9754
H -1.6395 -1.8563 -0.9424
H 1.1702 -5.3068 0.9668
H -0.1087 -4.1091 0.9767
H 0.8998 -1.7362 -0.4310
H 4.4450 -2.2502 1.6884
*
```

For the LUMO energy, the calculation gives -1.67 eV. The orbital gap comes out at 7.185 eV.


(2)
Computed, not measured: a molecular structure, C12H22CuN2O10, with wB97M-V/def2-TZVPD.

```
! wB97M-V def2-TZVPD RIJCOSX def2/J DEFGRID3
* xyz -1 1
Cu 0.9817 -0.0908 1.1357
O -0.5580 -2.4826 5.5413
C -1.0171 -2.7162 4.2723
C -0.9953 -1.5611 3.2088
O 0.0961 -0.6938 3.0755
H -2.0749 -3.0639 4.3166
H -0.4993 -3.6184 3.8813
H -1.9326 -0.9740 3.3048
H -1.0873 -2.0391 2.2089
C 1.9740 -2.8983 -1.9739
N 1.7683 -3.1430 -0.5264
O 1.4288 -2.2168 0.1797
O 1.9247 -4.2774 -0.1200
H 2.9889 -2.5228 -2.0857
H 1.2525 -2.1638 -2.3251
H 1.8235 -3.8169 -2.5323
C -1.6480 2.7534 3.6661
N -0.2555 2.7482 3.1410
O -0.0007 2.2776 2.0557
O 0.5417 3.3443 3.8387
H -2.3902 2.7577 2.8742
H -1.7654 3.5565 4.3871
H -1.7812 1.8549 4.2721
O -0.2558 0.0354 -0.7749
C -1.3782 -0.3552 -0.9695
O -1.6950 -1.1206 -2.0298
C -3.1110 -1.4082 -2.0925
C -3.7245 -0.4102 -1.1047
C -2.6137 0.0524 -0.1996
H -3.3597 -2.4162 -1.7609
H -3.4414 -1.2639 -3.1175
H -4.5148 -0.8731 -0.5121
H -4.2258 0.3580 -1.6952
H -2.5728 -0.3871 0.7987
H -2.5625 1.1360 -0.0999
O 2.3642 1.3842 -0.1905
C 2.6810 1.6509 -1.3042
O 3.9722 1.9701 -1.6073
C 4.1285 2.4229 -2.9318
C 2.7887 2.3600 -3.6347
C 1.7986 1.9462 -2.5456
H 4.8558 1.7879 -3.4407
H 4.5157 3.4424 -2.9482
H 2.7611 1.7888 -4.5630
H 2.4735 3.3294 -4.0296
H 1.3786 0.9469 -2.6954
H 0.9626 2.6092 -2.3472
*
```

For the LUMO energy, the calculation gives 1.80 eV. The orbital gap comes out at 2.720 eV.


Record-wise E_HOMO values, in eV: -8.851 -0.923
Record-wise F_max values, in eV/Å: 0.3 2.3